[1]
A 6-piece molecular cluster, C24H35F5NO17P2S overall, computed with ωB97M-V/def2-TZVPD.

The total energy is -3849.38111 a.u. Its LUMO energy (alpha / beta) is -0.080 / -0.549 eV. Its expectation value of S² is 0.755.

Structure (ORCA input):
```
! RIJCOSX wB97M-V def2-TZVPD def2/J DEFGRID3
* xyz 0 2
C 2.6464 -1.3587 0.0786
C 1.3244 -0.8593 0.9751
C 0.8984 -2.2052 1.8622
C 1.8739 0.2889 1.9934
C 1.3412 1.8095 1.7233
P 2.5459 2.9105 0.6982
O 2.4377 2.7098 -0.8658
P 1.2605 2.6549 3.4777
S 3.1049 2.6426 4.1745
C -0.1724 1.9315 1.1107
C -0.7470 0.5162 0.5198
C -1.7098 0.9303 -0.7847
C -1.7675 -0.1179 1.6341
N 0.2899 -0.4300 -0.0276
O 0.8085 0.1571 -1.1199
H 2.3033 -1.9787 -0.8802
H 3.1946 -2.1489 0.7860
H 3.3835 -0.4853 -0.1723
H 1.8355 -2.6560 2.4441
H 0.3130 -3.0046 1.2351
H 0.1584 -1.8221 2.7107
H 1.6291 -0.0420 3.0978
H 3.0652 0.3024 1.9251
H 3.9014 2.7908 1.1935
H 2.1139 4.2917 0.9558
H 0.4704 1.7820 4.3243
H 0.7660 4.0058 3.4064
H -0.9304 2.3006 1.9421
H -0.1380 2.8024 0.3013
H -1.2071 1.8205 -1.4007
H -1.8983 -0.0023 -1.4957
H -2.7292 1.3450 -0.3869
H -2.9100 0.1651 1.4413
H -1.4808 0.2769 2.7007
H -1.7285 -1.3087 1.5918
C 7.1166 0.0994 2.8135
C 5.8704 -0.3352 3.5062
O 6.3466 -1.0192 4.6429
C 7.5421 -0.4336 4.9340
O 8.1252 -0.5603 5.9979
O 8.0050 0.3202 3.8905
F 5.1746 -1.2086 2.7441
H 7.5279 -0.6743 2.1565
H 6.9716 1.0133 2.2311
H 5.2196 0.4887 3.8180
C -2.1413 2.8858 -5.0235
C -3.2526 1.9684 -4.6425
O -3.4611 2.2523 -3.2776
C -3.0990 3.5573 -3.1277
O -3.3922 4.2423 -2.1619
O -2.3730 4.0081 -4.1960
F -2.8713 0.6762 -4.7552
H -1.1531 2.4692 -4.8017
H -2.1756 3.1642 -6.0802
H -4.1814 2.1331 -5.1989
C -4.5057 -2.2704 -4.7180
C -4.9776 -3.4636 -5.4766
O -4.5771 -4.5472 -4.6690
C -4.5828 -4.0615 -3.3959
O -4.5601 -4.7606 -2.3966
O -4.6249 -2.6943 -3.3748
F -4.3421 -3.5612 -6.6659
H -3.4603 -2.0209 -4.9284
H -5.1220 -1.3872 -4.9065
H -6.0616 -3.4987 -5.6289
C 6.0771 4.3691 3.6469
C 7.0704 5.4006 3.2335
O 8.2299 4.6487 2.9555
C 7.7737 3.4303 2.5506
O 8.4552 2.6036 1.9674
O 6.4560 3.2501 2.8710
F 7.3440 6.2433 4.2546
H 6.1481 4.1145 4.7097
H 5.0492 4.6694 3.4261
H 6.7806 5.9723 2.3454
C -8.6085 -6.4765 -2.6955
C -7.8905 -5.2504 -2.2452
O -8.8552 -4.5668 -1.4777
C -9.6582 -5.5421 -0.9672
O -10.4341 -5.3747 -0.0410
O -9.4827 -6.7342 -1.6150
F -7.5560 -4.4729 -3.2993
H -9.1950 -6.3138 -3.6059
H -7.9307 -7.3184 -2.8606
H -7.0050 -5.4485 -1.6319
*
```

Here are the Mulliken charges for atoms 1 to 2, given in e: -1.1113 0.7991

[2]
One molecule with the formula C4H7ClOS, computed with ωB97M-V/def2-TZVPD.

The total energy is -1090.18102 a.u. Its LUMO energy is 0.689 eV. The SMILES is CS[C@@H](Cl)C(C)=O.

Structure (ORCA input):
```
! RIJCOSX wB97M-V def2-TZVPD def2/J DEFGRID3
* xyz 0 1
C -1.4302 -1.0290 -0.1403
C -0.4361 -2.1036 -0.5808
C 1.7100 1.7839 0.2238
C -0.7273 0.5485 0.1761
O -2.5358 -1.1339 0.1708
S 0.5729 1.0777 -0.9664
Cl -2.1533 1.6126 0.1269
H 0.2527 -2.1349 0.3477
H -0.9328 -3.0182 -0.7552
H -0.0049 -1.7208 -1.5550
H 2.7237 1.7908 -0.0294
H 1.7135 1.1014 1.1363
H 1.4356 2.7066 0.6676
H -0.1879 0.5187 1.1777
*
```

Here are the natural (NBO) charges for atoms 1 to 2, given in e: 0.6360 -0.7260

[3]
C17H12ClHgIN4O3 as an isolated structure, computed with ωB97M-V/def2-TZVPD.

The total energy is -2011.13749 a.u. Its LUMO energy (alpha / beta) is 1.832 / 1.832 eV. Its expectation value of S² is 0.766.

Structure (ORCA input):
```
! RIJCOSX wB97M-V def2-TZVPD def2/J DEFGRID3
* xyz -1 2
Hg -0.4497 -0.7824 -0.2928
Cl -6.1343 2.4035 2.3050
C -5.0245 1.4555 1.3469
C -5.3837 1.1196 0.0672
C -4.5032 0.3885 -0.7260
I -5.0456 -0.1561 -2.6742
C -3.2383 -0.0186 -0.2966
O -2.4355 -0.6758 -1.0665
C -2.8982 0.3195 1.0659
N -1.6918 -0.1118 1.5261
C -1.3475 0.1599 2.7676
C -2.1593 0.8799 3.6412
C -3.3779 1.3342 3.2094
C -3.7889 1.0578 1.8908
H -6.3464 1.4191 -0.3209
H -0.3800 -0.2141 3.0788
H -1.8167 1.0821 4.6465
H -4.0312 1.8945 3.8630
O 0.6848 1.7293 -0.9814
C 1.6515 0.9335 -1.0923
N 1.5127 -0.4295 -0.8458
C 2.7133 -1.1068 -0.9633
O 2.8598 -2.3459 -0.8082
C 3.7012 -0.1084 -1.3275
C 5.0728 -0.2073 -1.5528
C 5.7710 0.9402 -1.8780
C 5.1139 2.1876 -1.9889
C 3.7564 2.3034 -1.7595
C 3.0406 1.1558 -1.4182
H 5.5739 -1.1649 -1.4663
H 6.8408 0.8887 -2.0497
H 5.6914 3.0660 -2.2565
H 3.2538 3.2599 -1.8458
N 0.6294 -3.8767 -1.0581
N 0.0255 -3.3424 0.1226
H 0.9342 -4.8290 -0.8854
H 1.4766 -3.3128 -1.1897
H 0.6101 -3.4909 0.9401
H -0.8610 -3.8051 0.2733
*
```

Here are the natural (NBO) charges for atoms 1 to 2, given in e: 1.4997 -0.0346